Record 1
{"formula": "C27H33MnN2", "method": "the ωB97M-V functional and the def2-TZVPD basis", "symbols": ["C", "C", "C", "C", "C", "Mn", "C", "C", "H", "C", "H", "H", "C", "H", "H", "H", "C", "H", "H", "H", "C", "H", "H", "H", "C", "H", "H", "H", "C", "H", "H", "H", "C", "H", "H", "H", "C", "H", "H", "H", "C", "C", "C", "C", "H", "C", "H", "C", "H", "H", "H", "N", "C", "C", "C", "C", "C", "N", "C", "H", "H", "H", "H"], "xyz": [[1.2691, -1.9347, 0.8794], [1.7136, -1.1449, -0.2202], [0.7958, -1.3284, -1.3136], [-0.2342, -2.2375, -0.8688], [0.0278, -2.5542, 0.5175], [-0.4295, -0.4386, 0.2809], [-3.1229, 1.3388, -1.1587], [-2.4754, 0.8457, 0.0018], [-2.3034, 1.5014, 0.8927], [-2.4053, -0.6364, 0.2248], [-2.8310, -1.1886, -0.6340], [-2.7790, -1.0198, 1.2134], [-3.1131, 2.8628, -1.2480], [-2.5636, 3.5004, -0.5218], [-2.8290, 3.3030, -2.2117], [-4.1440, 3.1131, -1.1001], [-2.5912, 0.6856, -2.4409], [-1.6645, 0.0649, -2.4771], [-3.3948, 0.0072, -2.6775], [-2.4632, 1.3527, -3.2998], [3.0182, -0.4519, -0.3012], [3.2848, 0.0122, 0.6575], [3.8275, -1.1529, -0.5664], [2.9911, 0.3540, -1.0373], [1.0431, -0.9040, -2.7140], [1.5146, 0.0850, -2.7385], [1.7123, -1.6141, -3.2291], [0.1148, -0.8485, -3.2955], [-1.2247, -2.9245, -1.7406], [-1.4903, -2.3105, -2.6116], [-0.8246, -3.8772, -2.1263], [-2.1459, -3.1603, -1.1939], [-0.7086, -3.5455, 1.3455], [-1.7589, -3.6219, 1.0386], [-0.2622, -4.5497, 1.2653], [-0.6899, -3.2662, 2.4087], [2.0773, -2.2861, 2.0703], [1.4415, -2.5521, 2.9238], [2.7219, -3.1544, 1.8586], [2.7351, -1.4648, 2.3805], [1.5636, 2.2845, -0.9482], [0.4027, 2.7335, -1.6285], [2.7545, 2.7786, -1.3688], [0.4658, 2.8120, -3.0093], [-0.6782, 2.7906, -1.5826], [2.8410, 3.1285, -2.8232], [3.6228, 2.9501, -0.7467], [1.6751, 3.0342, -3.6228], [-0.4899, 2.7270, -3.5759], [3.7446, 3.4011, -3.2981], [1.6560, 3.1783, -4.6893], [3.2536, 0.0220, 5.5341], [2.2463, 0.1574, 5.0134], [0.9425, 0.2945, 4.3712], [-0.2322, 0.2592, 5.1381], [-1.4501, 0.2754, 4.4778], [-1.4568, 0.3090, 3.0850], [-0.3313, 0.2315, 2.3440], [0.8580, 0.3772, 2.9796], [-0.1657, 0.2213, 6.2251], [-2.4092, 0.2431, 4.9907], [-2.3976, 0.3921, 2.5457], [1.7450, 0.5395, 2.3561]], "forces_ev_per_angstrom": [[-0.438, 0.037, -1.310], [-0.841, -0.625, -0.085], [-0.239, -0.636, 0.740], [0.858, 0.184, 0.317], [0.442, 0.262, -0.753], [0.831, -0.853, 1.040], [7.438, 1.649, 1.471], [-2.885, -0.399, -0.078], [-0.513, -0.330, -0.900], [0.050, 0.273, -0.003], [0.259, 0.203, 0.716], [0.315, 0.376, -1.027], [-0.935, 0.679, 0.005], [-0.167, -1.113, 0.151], [-0.179, -0.585, -0.093], [-0.833, 0.798, -0.043], [-1.412, -1.271, -0.878], [-0.604, 0.574, 1.030], [-0.231, -0.644, -1.031], [-0.478, 0.227, 0.427], [0.560, 0.392, 0.074], [0.065, -0.114, -0.157], [-0.278, 0.185, 0.081], [0.152, -0.377, 0.082], [0.039, 0.310, -0.435], [-0.060, -0.155, -0.108], [-0.208, 0.206, 0.205], [0.221, -0.019, 0.088], [-0.465, -0.103, -0.257], [0.014, -0.170, 0.224], [-0.005, 0.329, 0.177], [0.193, 0.010, -0.176], [-0.340, -0.184, 0.363], [0.237, -0.011, 0.076], [-0.090, 0.295, -0.026], [-0.035, -0.098, -0.252], [0.080, 0.253, 0.766], [0.181, 0.020, -0.120], [-0.249, 0.248, -0.066], [-0.045, -0.277, -0.048], [-2.264, 2.793, 0.149], [-0.640, -2.188, -1.000], [0.947, 0.652, -3.492], [-0.012, 0.356, -0.655], [-0.030, -0.640, 2.602], [-2.184, -1.060, 1.761], [0.113, -0.469, 0.005], [1.471, -0.157, 0.600], [0.934, 0.528, 0.333], [0.981, 0.298, -0.018], [0.537, 0.114, -0.219], [0.681, -0.119, 0.278], [-1.373, 0.489, -0.676], [0.288, 0.088, 0.146], [0.190, -0.247, -0.069], [-0.056, 0.229, -0.376], [0.424, -0.437, 0.238], [0.036, 1.271, 0.097], [-0.581, -0.478, -0.124], [-0.043, -0.074, -0.293], [0.334, 0.170, 0.049], [0.254, -0.305, 0.190], [-0.413, -0.356, 0.287]], "spin_multiplicity": 4, "charge": 1, "e_tot_ev": -62821.3125, "lumo_energy_ev": [-4.05, -3.82], "homo_energy_ev": [-10.7, -11.4]}

---

Record 2
{"formula": "C16H28BrCl3N2O2P", "method": "the ωB97M-V functional and the def2-TZVPD basis", "symbols": ["C", "C", "C", "P", "C", "C", "C", "C", "C", "N", "O", "C", "N", "C", "C", "C", "Br", "C", "C", "C", "Cl", "O", "H", "H", "H", "H", "H", "H", "H", "H", "H", "H", "H", "H", "H", "H", "H", "H", "H", "H", "H", "H", "H", "H", "H", "H", "H", "H", "C", "Cl", "Cl", "H", "H"], "xyz": [[2.8510, -0.2184, 3.0225], [2.1250, -1.0579, 2.5469], [1.1962, -2.0016, 1.9338], [-0.3684, -1.2614, 1.0480], [-0.6114, -0.3627, 2.7623], [-0.5531, 0.9613, 2.8967], [-2.1674, -0.7040, 0.5629], [-3.1306, -1.8696, 0.4534], [-2.8413, -3.0595, -0.4244], [-4.2145, -1.9041, 1.1134], [-0.0308, -1.9542, -0.5062], [0.1623, -0.9653, -1.4342], [0.7338, -1.4108, -2.7087], [-0.0691, -0.9058, -3.8169], [0.4578, -1.3976, -5.1918], [1.0330, 0.1242, -0.6858], [2.8687, -0.6734, -0.7045], [0.9618, 1.5482, -1.2509], [2.1935, 2.0253, -2.0435], [3.2788, 2.6353, -1.1762], [1.5936, 3.4085, -3.1104], [0.3930, 0.2254, 0.5324], [3.6853, 0.4113, 3.1750], [0.8708, -2.7770, 2.6239], [1.7601, -2.5229, 1.1516], [-1.0138, -2.4761, 1.5043], [-0.7617, -0.9558, 3.6704], [-1.1324, 1.5446, 2.1777], [0.0346, 1.4638, 3.6624], [-2.5915, -0.0510, 1.3233], [-2.2302, -0.1390, -0.3823], [-2.6247, -2.7932, -1.4612], [-3.6823, -3.7525, -0.4341], [-1.9855, -3.5816, 0.0037], [-4.2923, -1.0616, 1.6835], [-0.7010, -0.3557, -1.7506], [0.7691, -2.4232, -2.7124], [-1.1206, -1.2217, -3.7574], [0.0102, 0.1810, -3.8352], [1.1086, -0.6284, -5.6064], [0.9418, -2.3690, -5.1131], [-0.4014, -1.4667, -5.8616], [0.8087, 2.2855, -0.4639], [0.1123, 1.6702, -1.9259], [2.5694, 1.2825, -2.7377], [3.6421, 1.9418, -0.4184], [2.9442, 3.5365, -0.6635], [4.1365, 2.8715, -1.8106], [-1.3934, 4.1274, 4.7438], [-2.4424, 3.5624, 6.0518], [0.2857, 3.6589, 5.0032], [-1.7330, 3.6899, 3.8107], [-1.4508, 5.2087, 4.6955]], "forces_ev_per_angstrom": [[0.025, -0.625, -0.541], [-0.112, 0.044, 0.218], [1.036, 0.330, -0.824], [-2.342, 0.044, 3.373], [-0.766, -0.655, -0.185], [-0.519, 0.132, 0.089], [-0.138, -0.279, -1.398], [0.185, 0.354, -0.165], [0.049, -0.147, -0.014], [-0.577, -0.139, 0.318], [-0.248, 0.143, -0.386], [1.467, 1.519, -0.909], [-0.458, 0.027, 0.399], [0.481, -0.840, -0.966], [-0.560, 0.671, 0.535], [-2.045, 0.044, 0.139], [0.415, 0.151, 0.351], [1.208, 0.322, -1.061], [-0.587, 0.676, 0.407], [0.610, -0.260, -0.158], [0.110, -0.185, -0.137], [1.189, -0.919, -0.874], [0.051, 0.310, 0.356], [-0.265, 0.232, 0.207], [-0.038, -0.026, 0.026], [0.248, -0.017, -0.223], [1.534, -0.358, -0.027], [1.291, 0.456, -0.668], [-1.040, -0.054, 0.563], [0.314, 0.116, 0.108], [0.080, -0.148, 0.029], [0.242, 0.157, 0.102], [-0.134, 0.186, 0.173], [0.136, 0.014, -0.293], [0.008, -0.027, 0.044], [-0.586, -0.453, 0.670], [0.032, -0.003, 0.006], [-0.051, 0.285, 0.286], [-0.330, 0.049, 0.218], [0.378, -0.373, -0.061], [0.113, 0.051, -0.105], [0.108, -0.172, -0.123], [-0.016, -0.313, 0.316], [-0.180, -0.463, 0.158], [-0.001, -0.067, 0.033], [-0.220, -0.140, -0.058], [-0.167, 0.018, -0.154], [-0.020, 0.214, 0.090], [0.001, -0.025, -0.168], [-0.067, 0.043, -0.009], [0.107, 0.258, 0.118], [0.028, -0.145, 0.077], [0.024, -0.013, 0.098]], "charge": -1, "e_tot_ev": -141016.8508, "lumo_energy_ev": 2.63, "homo_energy_ev": -4.3}

---

Record 3
{"formula": "C2H4OS", "method": "the ωB97M-V functional and the def2-TZVPD basis", "symbols": ["C", "C", "H", "H", "H", "H", "O", "S"], "xyz": [[0.7306, 1.0296, 0.0346], [-0.9318, -1.2434, 0.0449], [0.7616, 0.4237, -0.8616], [0.3562, 1.9771, -0.3251], [1.6668, 0.9887, 0.5705], [-0.5123, -1.2330, -0.9931], [-1.6217, -2.0826, 0.4813], [-0.4494, 0.1399, 1.0486]], "forces_ev_per_angstrom": [[-0.638, -0.984, -0.532], [1.501, 1.701, -0.698], [0.619, -0.203, -0.371], [0.193, 0.470, 0.555], [0.285, 0.545, -0.268], [-0.102, 0.006, 0.250], [-1.340, -1.656, 0.510], [-0.519, 0.122, 0.553]], "charge": 0, "e_tot_ev": -15021.0106, "e_above_lowest_kcal_mol": 10.49, "lumo_energy_ev": 0.85, "homo_energy_ev": -9.6, "smiles": "CSC=O"}

---

Record 4
{"formula": "C20H24N2O5S", "method": "the ωB97M-V functional and the def2-TZVPD basis", "symbols": ["C", "C", "H", "H", "C", "C", "C", "C", "C", "C", "C", "N", "H", "S", "O", "O", "C", "C", "C", "C", "C", "C", "H", "H", "C", "H", "H", "C", "N", "C", "O", "C", "H", "H", "H", "H", "H", "H", "H", "H", "H", "O", "C", "O", "H", "H", "H", "H", "H", "H", "H", "H"], "xyz": [[4.3782, -1.3076, 1.2972], [3.0479, -1.7069, 1.9200], [2.8040, -1.0243, 2.7372], [3.1309, -2.7135, 2.3340], [1.9126, -1.7017, 0.8838], [1.6433, -0.3040, 0.4039], [0.9605, 0.5647, 1.2623], [0.8390, 1.8837, 0.9079], [1.3785, 2.3642, -0.2839], [2.0100, 1.5268, -1.1652], [2.1380, 0.1739, -0.8122], [2.7794, -0.6867, -1.7112], [3.2495, -0.1893, -2.4549], [1.9471, -1.9814, -2.4398], [2.4488, -3.2171, -1.9192], [2.0794, -1.7512, -3.8487], [0.2495, -1.7686, -1.9239], [-0.3523, -2.7566, -1.1705], [-1.6544, -2.5791, -0.7408], [-2.3532, -1.4183, -1.0590], [-1.7318, -0.4466, -1.8383], [-0.4321, -0.6220, -2.2804], [0.0517, 0.1156, -2.9006], [-2.2740, 0.4485, -2.1052], [-3.7318, -1.2005, -0.5140], [-4.2864, -0.4985, -1.1369], [-4.2772, -2.1438, -0.4791], [-3.6583, -0.6300, 0.9157], [-3.0719, 0.6858, 0.9475], [-3.8372, 1.8067, 0.9816], [-5.0446, 1.7694, 1.0666], [-3.0344, 3.0872, 0.9152], [-2.2328, 3.0688, 1.6495], [-3.6897, 3.9321, 1.1052], [-2.6011, 3.1907, -0.0785], [-2.0767, 0.7644, 0.8088], [-3.0785, -1.3003, 1.5558], [-4.6709, -0.5274, 1.3131], [-2.1365, -3.3469, -0.1540], [0.2090, -3.6468, -0.9367], [2.4139, 1.8977, -2.0933], [1.1384, 3.7079, -0.3878], [0.5143, 4.0790, 0.8230], [0.2318, 2.9197, 1.5793], [1.1876, 4.7382, 1.3975], [-0.4194, 4.6164, 0.6060], [0.5631, 0.2053, 2.1975], [2.2050, -2.3462, 0.0596], [1.0092, -2.1061, 1.3462], [4.6121, -1.9641, 0.4629], [5.1780, -1.3750, 2.0312], [4.3346, -0.2865, 0.9256]], "forces_ev_per_angstrom": [[-0.107, -0.063, 0.185], [0.019, -0.061, -0.220], [-0.043, -0.052, 0.085], [-0.035, -0.003, 0.089], [0.171, 0.054, 0.333], [0.158, 0.039, -0.268], [-0.146, 0.420, -0.036], [0.223, 0.109, -0.437], [-0.152, -0.308, 0.428], [-0.020, 0.188, 0.111], [-0.458, 0.420, 0.941], [-0.089, -0.777, -0.569], [0.023, -0.056, -0.146], [0.117, 0.202, -0.183], [-0.220, -0.018, 0.175], [-0.093, 0.212, -0.170], [0.603, -0.158, -0.152], [0.078, -0.132, 0.047], [0.033, 0.091, -0.096], [-0.049, -0.078, -0.041], [0.125, -0.029, -0.067], [-0.115, 0.113, -0.115], [0.011, 0.152, -0.060], [-0.063, 0.089, -0.043], [0.055, 0.081, 0.302], [-0.057, -0.029, -0.010], [-0.044, -0.029, -0.057], [-0.323, -0.088, -0.143], [0.284, -0.294, 0.024], [0.460, 0.235, 0.028], [-0.441, 0.064, -0.026], [-0.260, 0.069, 0.075], [0.090, 0.010, -0.003], [-0.034, -0.010, -0.016], [0.093, 0.025, -0.084], [-0.016, 0.123, 0.028], [-0.077, 0.012, -0.010], [0.162, -0.097, 0.029], [-0.050, -0.104, 0.063], [0.032, -0.123, 0.099], [0.018, 0.057, -0.184], [0.137, -0.352, -0.396], [-0.179, 1.168, 0.417], [0.025, -0.530, 0.062], [-0.102, -0.229, -0.138], [0.156, -0.185, 0.008], [-0.049, -0.079, 0.186], [-0.087, -0.105, 0.227], [-0.043, -0.053, -0.106], [0.091, -0.048, -0.110], [0.118, 0.037, 0.009], [0.072, 0.119, -0.065]], "charge": 0, "e_tot_ev": -45182.4088, "e_above_lowest_kcal_mol": 38.62, "lumo_energy_ev": 0.30, "homo_energy_ev": -8.2, "smiles": "CCCc1cc2c(cc1NS(=O)(=O)c1ccc(CCNC(C)=O)cc1)OCO2"}

---

Record 5
{"formula": "C5H8OS", "method": "the ωB97M-V functional and the def2-TZVPD basis", "symbols": ["C", "C", "C", "C", "C", "H", "H", "H", "H", "H", "H", "H", "H", "O", "S"], "xyz": [[-2.9545, 0.1135, -0.5637], [-0.6199, -0.4591, 0.0729], [0.4881, -0.8679, 0.7618], [1.8406, -0.1786, 0.7174], [2.5187, 0.9439, -0.1305], [-4.1423, 0.1950, 0.7125], [-3.3646, -0.5603, -1.7271], [-2.0153, 1.2901, -0.4179], [-0.8906, 0.6531, -0.4329], [0.4092, -1.8455, 1.0451], [2.2087, -0.2717, 1.8016], [2.0321, 1.3941, -1.0717], [3.3439, 1.5833, 0.1730], [-1.8442, -1.0627, -0.2451], [2.9900, -0.9274, -0.6955]], "forces_ev_per_angstrom": [[1.110, -2.521, 0.683], [-1.314, 2.697, -1.091], [-2.026, 3.581, -3.520], [1.369, -0.149, 0.502], [-1.861, -2.493, -2.187], [3.079, -0.302, -3.393], [0.806, 3.011, 3.729], [-3.452, -3.082, -0.964], [2.573, -2.250, 1.491], [0.505, -2.480, 1.240], [0.343, 0.239, -1.956], [0.226, -0.834, 1.910], [-0.123, -0.603, 0.688], [-0.521, 2.780, 0.792], [-0.716, 2.405, 2.076]], "charge": 0, "e_tot_ev": -18187.1737, "e_above_lowest_kcal_mol": 233.58, "lumo_energy_ev": -0.40, "homo_energy_ev": -8.5}

---

Record 6
{"formula": "C3H9N3", "method": "the ωB97M-V functional and the def2-TZVPD basis", "symbols": ["C", "C", "N", "C", "N", "N", "H", "H", "H", "H", "H", "H", "H", "H", "H"], "xyz": [[1.4162, 0.3549, 1.5000], [0.2345, -0.3745, 1.0797], [-0.4187, 0.4335, -0.0708], [-0.9367, 0.1248, -1.2895], [-1.6199, -1.0875, -1.3018], [-0.6378, 0.8588, -2.3357], [1.9711, -0.1977, 2.3287], [2.1838, 0.6213, 0.7640], [1.3383, 1.3412, 2.0336], [-0.4528, -0.5537, 1.9210], [0.4813, -1.3873, 0.6965], [0.0683, 1.3138, -0.1692], [-1.0346, -1.8823, -0.9296], [-1.9049, -1.3387, -2.1879], [-0.6881, 1.7734, -2.0390]], "forces_ev_per_angstrom": [[3.223, 1.496, 2.667], [-2.378, -0.459, -2.116], [0.583, 0.755, 1.895], [1.623, -1.002, 0.001], [1.802, -0.469, 1.815], [-2.521, -3.028, -0.547], [-0.550, 0.085, -1.012], [-0.321, -0.687, -0.417], [-1.015, -0.680, -0.508], [-0.024, 0.312, -0.324], [0.076, 0.477, 0.069], [0.138, -0.257, 0.232], [-0.784, 0.994, 0.001], [-0.696, -0.390, -2.378], [0.842, 2.853, 0.624]], "spin_multiplicity": 2, "charge": -1, "e_tot_ev": -7724.9382, "e_above_lowest_kcal_mol": 24.68, "lumo_energy_ev": [4.22, 4.32], "homo_energy_ev": [1.2, -4.7]}